Record 1
Formula: C29H24CrN10O2S5
Source: the OMol25 dataset
Level of theory: ωB97M-V with the def2-TZVPD basis set

Each line ends with the Löwdin spin population.
Atoms and positions in Å:
N -1.404 -0.043 1.429  0.022
C 0.410 0.291 -2.956  0.022
N 0.637 -0.630 -3.903  0.008
H -0.727 -2.913 -6.528  0.000
H 0.843 -1.284 -5.834  0.000
H 3.496 3.485 4.241  0.000
C -5.771 1.206 -1.004  0.000
C -0.261 3.400 -0.221  0.012
O -4.359 0.022 -2.611  0.000
N 1.176 -1.716 -3.343  0.001
H -0.140 -0.591 6.018  0.000
C -0.328 0.374 5.545  0.000
H 3.349 3.384 2.483  0.001
N 0.782 -0.188 -1.773  0.027
H 3.188 0.825 1.752  0.000
H 1.686 -2.085 -1.343  0.002
C 2.563 1.724 3.514  0.001
H 0.160 0.364 -5.649  0.000
H 4.566 2.414 3.320  0.000
H -3.007 -3.828 -6.558  0.000
C -7.003 2.694 0.410  0.000
C -3.816 -2.312 -5.295  0.000
C -3.537 -1.151 -4.580  0.000
C -2.342 0.813 1.803  0.021
C 0.677 0.589 4.462  0.001
S -1.906 1.400 -1.174  0.013
C -1.238 -1.243 -5.286  0.000
C 1.544 -0.182 2.495  0.008
H -5.269 -0.199 2.995  0.000
Cr -0.081 0.174 -0.010  3.674
C -6.320 2.207 1.512  0.000
C -4.694 0.645 2.600  0.001
C -1.933 -1.255 1.740  0.022
C 1.265 -1.426 -2.076  0.020
H 1.597 2.366 5.294  0.000
C 0.157 -0.658 -5.259  0.001
H -4.335 -0.052 -0.053  0.000
H -2.280 1.882 1.739  0.001
C -2.253 -0.618 -4.576  0.001
N 0.646 -0.270 3.439  0.002
H -1.421 -2.184 1.572  0.004
H 0.008 1.266 -3.146  0.001
S 0.066 5.129 -0.150  0.003
N -6.377 0.530 -3.289  0.000
C -2.799 -2.932 -5.996  0.000
C -5.367 1.207 1.366  0.001
H -2.069 0.292 -4.025  0.000
C -4.583 -0.453 -3.853  0.000
H -0.278 1.150 6.302  0.000
O -1.483 6.804 -1.438  -0.001
S -2.295 4.306 -1.680  0.000
C -1.348 3.018 -0.932  0.007
C -5.079 0.717 0.102  0.000
H -7.744 3.466 0.542  0.000
C -6.745 2.190 -0.850  0.000
H -7.279 2.538 -1.719  0.000
H -4.819 -2.708 -5.282  0.000
S 0.824 2.378 0.644  0.070
H -1.334 0.338 5.130  0.000
N -3.130 -1.170 2.254  0.000
N -5.782 -0.167 -4.265  0.000
C -5.526 0.628 -2.308  0.000
N -3.387 0.138 2.300  0.010
S 1.532 -1.244 1.167  0.040
N 2.566 0.751 2.549  0.001
C 3.559 2.818 3.389  0.001
C 1.625 1.633 4.504  0.001
H -6.535 2.598 2.496  0.000
H -4.615 1.415 3.372  0.000
C -1.515 -2.409 -5.987  0.000
C -1.284 5.661 -1.152  0.001

Force components x, y, z for each atom (eV/Å):
-1.25 -0.25 1.31
0.22 -0.19 -0.14
0.25 0.92 1.05
0.10 -0.03 -0.06
-0.04 0.21 0.02
0.03 0.05 0.07
0.10 0.06 0.49
-0.55 0.37 -0.35
0.03 -0.08 0.13
0.33 -1.06 -0.18
0.00 -0.04 -0.03
0.06 0.11 0.02
-0.07 0.04 -0.13
0.51 -0.33 -1.45
-0.16 -0.09 0.01
0.05 -0.16 0.01
0.06 -0.62 -0.80
0.09 -0.14 0.05
0.13 -0.02 0.00
-0.01 -0.12 -0.02
-0.08 0.02 0.02
0.03 0.20 0.08
0.41 -0.03 0.01
0.03 -0.12 0.11
0.51 0.02 -0.56
-0.20 -0.45 -0.35
-0.01 -0.08 -0.12
1.25 0.20 -0.87
0.16 0.15 0.03
0.02 0.94 -0.30
0.09 -0.14 -0.03
-0.56 0.16 0.08
-0.16 0.18 0.07
-0.06 0.21 -0.26
0.05 0.05 0.01
-0.26 -0.17 -0.42
0.04 -0.02 0.07
-0.03 0.20 -0.17
-0.09 -0.16 -0.13
-0.50 0.30 1.50
0.06 -0.09 0.03
-0.17 0.13 0.04
0.05 -0.15 0.03
-0.45 0.72 1.42
-0.04 -0.06 -0.09
-0.07 0.07 0.04
0.02 0.11 0.14
-0.83 0.11 -0.19
0.01 0.07 0.05
-0.22 0.62 -0.18
0.04 -0.12 0.00
0.47 0.60 0.26
-0.18 0.09 -0.05
-0.08 0.10 -0.01
0.19 -0.17 -0.06
-0.05 0.08 -0.08
-0.09 -0.06 -0.05
0.60 0.08 0.53
0.00 -0.03 -0.09
-0.39 -1.14 0.14
1.04 -0.77 -1.03
-0.51 -0.09 -0.78
1.17 0.52 -0.23
0.31 -0.52 -0.27
-0.93 0.47 1.14
0.01 -0.05 0.03
-0.49 -0.28 0.21
-0.03 0.08 0.12
-0.05 -0.09 -0.02
-0.01 0.16 0.06
0.12 -0.45 0.11

Results
**Energy relative to the best compared isomer or geometry (same formula, charge and spin)**: 18.6 kcal/mol
**E_HOMO (spin up / spin down)**: -6.15 / -6.30 eV
**Spin multiplicity**: 5
**Total charge**: 0
**LUMO energy (spin up / spin down)**: -0.8 / -0.8 eV
**Calculated total energy**: -132058.5331 eV
**Expectation value of S²**: 6.02


Record 2
Formula: C2H4OS3
Source: the OMol25 dataset
Level of theory: ωB97M-V with the def2-TZVPD basis set

Each line ends with the Löwdin spin population.
Atoms and positions in Å:
C -1.095 1.124 0.164  0.000
S -2.088 0.172 -0.639  0.005
H -0.135 -0.450 1.217  0.000
H 0.039 1.103 2.181  0.000
S 0.330 -3.133 -1.766  1.035
H -1.148 2.170 -0.097  0.000
O 1.916 -0.969 -0.966  0.364
C -0.095 0.647 1.183  0.001
S 1.385 -1.562 -2.177  0.593
H 0.891 0.898 0.901  0.000

Force components x, y, z for each atom (eV/Å):
0.55 0.19 0.96
-0.40 -0.62 -0.34
-0.05 0.37 0.35
-1.44 -0.05 -0.11
-1.35 -1.97 0.60
0.29 0.45 0.25
0.77 0.88 1.96
-0.20 -0.52 0.23
0.53 1.13 -2.55
1.29 0.14 -1.36

Results
**Energy relative to the best compared isomer or geometry (same formula, charge and spin)**: 0.0 kcal/mol
**E_HOMO (spin up / spin down)**: -8.29 / -8.68 eV
**Spin multiplicity**: 3
**Total charge**: 0
**LUMO energy (spin up / spin down)**: 0.0 / -3.6 eV
**Calculated total energy**: -36688.3942 eV
**Expectation value of S²**: 2.01